1.
{
  "formula": "C43H94NO6P2",
  "method": "ωB97M-V/def2-TZVPD",
  "species": ["H", "H", "H", "C", "C", "H", "H", "C", "H", "H", "C", "C", "H", "H", "H", "C", "O", "H", "C", "H", "C", "C", "H", "H", "H", "C", "H", "C", "H", "H", "C", "C", "H", "H", "H", "H", "C", "C", "H", "C", "H", "H", "H", "H", "H", "H", "H", "C", "H", "H", "H", "O", "H", "H", "H", "H", "C", "H", "C", "H", "H", "C", "C", "C", "H", "O", "C", "C", "H", "H", "H", "H", "H", "H", "H", "P", "H", "H", "C", "H", "H", "H", "C", "C", "H", "O", "H", "O", "H", "C", "H", "H", "H", "H", "C", "C", "H", "H", "H", "H", "H", "C", "H", "C", "H", "H", "H", "H", "H", "H", "H", "H", "H", "C", "H", "O", "H", "P", "H", "N", "H", "H", "H", "H", "H", "C", "H", "C", "H", "C", "C", "C", "C", "C", "C", "C", "C", "H", "H", "H", "H", "H", "H", "H", "H", "H"],
  "coordinates": [[-6.752837, -10.133166, -9.433119], [-0.220877, -9.915896, -7.964049], [4.824673, 3.346634, 5.605321], [-2.935307, -12.297116, -3.914659], [-0.196497, 3.186564, 0.760841], [-0.374537, -8.324256, -7.506309], [2.051203, 10.321654, -4.122089], [7.066653, 2.151724, 5.322631], [7.178273, 2.615964, 11.420391], [1.925763, 11.114184, -2.517089], [-0.240187, -14.272986, -3.430789], [6.447023, 2.824364, 12.201381], [-1.793587, -13.231406, -5.485299], [-5.250187, -8.218126, -4.568599], [6.421983, 4.122674, 9.541561], [-5.431997, -10.436616, -6.753109], [-7.505147, 2.613874, -0.874099], [4.075663, 4.830684, 10.817101], [5.578803, 4.039034, 12.151401], [-5.642627, 8.854594, -3.920259], [-2.387617, -13.538046, -4.624359], [4.641703, 8.927124, 6.612341], [-3.862937, -6.451256, -5.468009], [-2.330307, 11.737934, -5.446739], [-7.535847, -10.515716, -6.519929], [-7.463347, 3.039714, -2.039649], [0.912043, 2.424854, 9.656911], [-0.618967, 9.338614, -5.637319], [2.399433, 3.659934, 8.983361], [5.803243, 0.467314, 4.782711], [-1.732677, -14.557336, -3.712439], [-2.303077, -10.522006, -6.347519], [0.025383, -13.272586, -3.089089], [-1.047507, 1.744664, 0.779771], [6.512843, 1.340484, 3.457521], [-0.160497, 9.333394, -3.111829], [0.034063, 10.383354, -3.330529], [1.089583, 12.166584, -4.312979], [2.268293, 3.804434, 7.319121], [-3.268797, 10.046654, -4.475049], [5.951013, 4.594854, 6.144781], [2.188923, -8.876496, -7.523219], [-2.222907, 11.664174, -3.641289], [5.001443, 4.110584, 13.073161], [-0.516107, 12.534704, -5.622639], [-0.870887, 9.631284, -6.656619], [-5.879757, -10.942926, -4.759039], [1.764743, 1.131324, 8.194391], [1.602003, 0.872664, 10.340371], [1.906873, -10.125236, -6.359239], [0.640863, 11.173874, -6.210799], [0.519373, 4.047164, 1.180251], [-1.522237, -15.490016, -4.235829], [7.102003, 2.733384, 7.467791], [-1.288837, -8.886446, -5.423769], [-4.584047, 11.123674, -3.192379], [1.448423, 10.970224, -3.486379], [3.148603, 8.474204, 8.148641], [3.320413, 6.593364, 7.140461], [-0.553237, -10.288136, -5.011199], [-3.116127, 9.415814, -3.599359], [3.146883, 1.873764, 7.948851], [-0.978827, -9.817816, -5.897639], [5.474743, 3.655034, 6.424101], [3.630693, 1.522204, 8.860131], [-6.380257, 3.212124, -2.783849], [6.405063, 2.462834, 6.674571], [5.435863, 3.660494, 9.586841], [-3.127087, -13.956526, -5.307119], [-1.448347, -6.077156, -5.040579], [-5.105467, -9.450896, -6.421689], [-2.704957, -9.906216, -7.152119], [5.922643, 1.525494, 6.951641], [-4.344157, -7.524656, -3.430479], [-2.163117, -14.659616, -2.716259], [-3.479557, -10.859386, -4.886729], [-4.778767, -10.585226, -7.612939], [3.512713, 1.570264, 6.967951], [-3.660937, -9.457146, -3.766819], [1.880083, 0.052114, 8.093871], [6.862883, 2.715864, 13.203071], [-3.725857, -12.480636, -3.187029], [-5.729167, 9.789374, -4.474159], [3.307953, 8.127804, 7.127511], [1.183583, 1.435444, 7.323831], [-0.362927, 2.075874, 1.365651], [5.860073, 1.906274, 12.174851], [-0.901637, 3.372704, -0.186949], [4.997013, 1.887384, 4.372801], [-2.164657, 11.104854, -4.575029], [-5.742347, 9.508064, -5.527149], [5.476553, 8.799674, 7.301461], [5.402903, 6.379234, 7.770261], [-6.889047, -11.748516, -7.665529], [6.004233, 1.472614, 4.412491], [-6.848587, -10.707846, -7.343869], [1.963123, 12.649334, -4.751129], [2.330253, 6.158754, 7.277591], [1.572773, -8.451196, -5.956719], [-5.264287, -12.333676, -5.763549], [-6.608297, -8.771306, -8.493849], [-3.217237, -7.269386, -5.148899], [-2.758657, -7.711776, -6.033259], [2.941743, 3.399404, 8.074451], [-8.135007, -9.456286, -8.685689], [3.915423, 3.181784, 10.983921], [-2.272047, -6.131546, -3.415679], [0.581023, 12.947484, -3.747589], [4.861973, 8.488934, 5.638911], [-2.627137, -9.364466, -3.434009], [7.993063, 1.578194, 5.292191], [-4.296777, -9.715826, -2.920129], [-6.662357, 10.349284, -4.412899], [-7.103807, -9.742036, -8.478169], [4.097143, 6.160814, 9.025011], [-8.630827, 2.986094, -2.422069], [6.069733, 5.007844, 12.059251], [4.572273, 4.243874, 7.960381], [4.462923, 9.983334, 6.410951], [-0.713797, 10.610844, -4.686629], [5.539373, 2.583634, 9.453541], [3.473503, 6.199264, 6.135791], [-1.295367, -7.428896, -3.843899], [0.366413, 8.981584, -5.337869], [0.103083, 0.900254, 9.260811], [0.154243, 11.706284, -5.393589], [-4.795337, 11.509534, -4.971039], [1.058503, 1.352634, 9.526521], [0.454703, -14.340696, -4.267839], [4.694943, 3.935374, 10.871891], [-5.194667, -11.268756, -5.541709], [-4.192817, -8.144196, -4.314419], [-0.012647, -9.272606, -7.109109], [-4.610987, 10.746594, -4.214719], [4.397553, 6.018124, 7.986991], [1.491603, -9.195726, -6.748669], [-1.956997, -6.690516, -4.296819], [-5.603107, 3.188984, -2.220749], [-2.073587, -11.484686, -6.804339], [0.136783, -14.846976, -2.584309], [-0.467867, 11.032764, -2.613279], [2.433843, 8.416204, 6.543681], [7.419083, 3.043734, 4.804741], [-1.353397, 8.608674, -5.296879], [-3.370057, 9.510184, -5.418469], [-2.078017, -11.949636, -3.338109]],
  "forces_ev_per_angstrom": [[0.013, -0.439, -0.060], [0.412, -0.469, -0.038], [-0.579, 0.573, 0.325], [1.136, 0.418, 0.193], [0.198, 3.517, -0.665], [-0.100, 0.308, 0.643], [0.287, -0.208, 0.288], [-0.772, 0.287, -0.858], [0.275, 0.762, 0.113], [-0.068, 0.176, -0.209], [0.857, 1.496, 0.763], [0.417, -1.395, 1.203], [1.286, 0.312, 0.594], [0.175, -0.220, -1.124], [0.169, -0.039, 0.183], [-0.315, -0.082, -1.265], [5.695, 0.047, 4.038], [0.171, 0.444, -0.181], [-0.600, 0.145, -1.746], [-0.542, 0.219, 0.323], [-1.206, 0.150, -1.516], [-1.846, -1.821, -0.173], [0.488, 0.322, -0.175], [-0.077, 0.008, 0.176], [-0.406, -0.336, -0.126], [-4.832, -3.352, 3.367], [-0.183, -0.118, 0.567], [-0.516, 0.947, 2.559], [0.515, 0.011, 0.374], [0.233, -0.248, 0.109], [2.490, 0.161, -0.302], [0.963, 0.209, 0.858], [-0.628, 0.594, 0.173], [-0.467, -0.888, 0.099], [-0.767, 0.137, -0.355], [0.513, 0.086, 0.391], [-1.086, -0.123, -0.545], [0.957, 1.518, -0.202], [0.171, -0.174, -0.534], [0.186, 0.841, -0.056], [0.636, -0.306, -0.345], [-0.513, 0.065, -0.378], [0.208, 0.462, -0.245], [-0.362, -0.120, -0.259], [0.229, -0.355, -0.803], [0.615, 0.009, 0.123], [-0.102, -0.357, 0.137], [1.052, 0.472, -1.268], [-0.337, 0.101, 0.104], [-0.312, -0.148, 0.021], [-0.076, 0.636, -0.155], [4.356, 2.644, 3.154], [-1.473, -0.412, 0.110], [0.274, -0.186, -0.058], [-0.165, 0.072, -0.056], [-0.334, 0.335, -0.112], [-1.087, -1.335, -0.674], [-0.276, 0.009, 0.115], [0.157, 0.213, -2.215], [0.834, -0.689, -0.594], [0.282, -0.500, -0.331], [-2.370, -0.396, 1.589], [-0.209, 1.822, -0.369], [-0.836, -0.023, 1.448], [1.316, 0.006, -0.523], [1.252, 0.992, -1.401], [1.333, 0.454, -0.444], [0.015, 0.487, -1.896], [-0.951, -0.636, 0.776], [0.374, 0.139, 0.539], [-1.200, 0.789, -0.506], [-0.644, -0.026, 0.355], [-0.487, 0.350, 0.357], [0.262, 0.053, 0.402], [-0.677, -0.276, -0.442], [-1.082, -0.816, -1.714], [0.528, -0.659, 0.253], [0.470, -0.038, 0.394], [0.523, -0.147, -0.283], [0.439, -0.012, -0.227], [0.752, 0.239, -0.181], [-0.156, -0.223, -0.082], [-0.644, -0.267, -0.547], [1.031, 1.096, 0.070], [-0.688, -0.035, 0.252], [-0.062, -4.914, 2.843], [-0.680, 0.040, -0.182], [-3.786, -0.232, -5.358], [0.380, 0.597, -0.459], [0.052, -0.693, 0.553], [0.367, -0.144, -0.182], [-0.052, 0.044, -0.086], [-0.079, 0.515, 0.192], [-0.136, 0.057, 0.112], [1.198, -0.886, 0.421], [0.864, 1.929, 1.126], [0.050, 0.013, -0.035], [-0.090, 0.306, 0.966], [0.216, -0.001, 0.156], [-0.093, -0.099, 0.376], [0.338, 0.013, 0.960], [0.438, 0.177, 1.297], [-0.506, -0.275, -0.122], [0.316, 0.084, -0.547], [-0.252, -0.460, 0.381], [0.172, -0.440, 0.185], [-0.268, 0.472, -0.371], [0.032, -0.062, 0.316], [0.456, -0.024, -0.017], [0.052, 0.415, 0.489], [-0.276, -0.557, 0.736], [0.199, -0.587, 0.032], [-0.281, -0.544, 0.773], [-0.327, 0.463, -1.790], [0.577, 0.478, 0.380], [-2.020, 2.492, -6.469], [0.644, -0.173, 0.148], [-0.706, -2.299, 0.914], [-0.236, -0.088, 0.427], [0.363, -0.127, -1.460], [0.299, 0.056, -0.149], [0.335, 0.410, -0.614], [0.083, -0.368, -0.589], [0.091, -0.219, -1.139], [-0.268, -0.033, 1.116], [-0.751, -0.681, 1.206], [0.453, 0.696, 0.377], [0.098, 0.399, -1.704], [-0.349, -0.692, -0.305], [-1.426, 0.690, 0.844], [1.960, -0.340, 0.237], [0.703, 0.841, 0.790], [-0.483, -1.763, 0.478], [0.715, -0.261, -0.645], [0.042, -0.810, 1.198], [-0.564, 0.208, 0.578], [-1.897, -0.502, -0.754], [-0.109, -0.176, 0.427], [-0.149, -0.210, 0.100], [-0.086, -0.559, -0.312], [-0.277, -0.316, 0.060], [0.169, 0.263, -0.053], [-0.317, 0.540, 0.205], [0.095, 0.089, 0.062], [0.167, -0.377, 0.223], [0.026, 0.367, 0.362]],
  "charge": 1,
  "multiplicity": 1
}



2.
{
  "formula": "C3H4N2O2",
  "method": "ωB97M-V/def2-TZVPD",
  "species": ["C", "H", "H", "O", "O", "N", "C", "H", "H", "N", "C"],
  "coordinates": [[-1.680571, -0.199986, 0.099494], [-2.842500, -0.202472, 0.077182], [-0.975680, 2.004131, -0.237778], [1.755958, 0.748106, 0.016595], [1.333774, -1.651617, -0.245268], [-1.031622, -1.433001, -0.031098], [0.155578, -0.900420, -0.241946], [1.605141, 1.047892, 1.082267], [2.205750, -0.771638, 0.373097], [0.369969, 0.361185, -0.601345], [-0.895795, 0.997817, -0.291204]],
  "forces_ev_per_angstrom": [[-2.102, 3.277, -2.503], [2.226, 0.170, 0.450], [-0.663, 2.744, -0.066], [-2.273, 1.189, 3.124], [0.461, 3.016, 2.621], [1.342, 3.435, 0.434], [4.694, -6.971, -0.642], [-0.036, -0.947, -4.156], [-3.584, -2.534, -2.963], [-0.069, 3.163, 2.017], [0.002, -6.542, 1.683]],
  "multiplicity": 1,
  "de_lowest_kj_mol": 734.85
}



no.,energy (hartree),lowest unoccupied orbital energy (eV),frontier orbital gap (eV)
1,-2883.0801,-1.627,2.0336
2,-376.4839,-0.689,8.0342